A cluster of 7 separate species, C22H44Br6O8S4 in total at a distorted geometry, computed with wB97M-V/def2-TZVPD.

Bonds (Å) are listed after each position.
Element x y z (Å)
1 C -26.911 21.156 16.003  C18 1.525, Br35 2.019, H46 1.090, H59 1.090
2 C -23.004 27.673 11.326  C38 1.564, H39 1.090, C48 1.519, H68 1.090
3 H -22.265 26.120 17.265  C81 1.090
4 H -22.301 26.936 14.249  C72 1.090
5 H -20.824 26.963 15.207  C72 1.090
6 H -18.567 26.912 21.075  C57 1.090
7 H -20.265 30.943 14.357  C40 1.090
8 H -16.990 30.284 16.197  C23 1.090
9 H -24.542 28.032 12.977  C48 1.090
10 H -28.865 26.963 12.057  C52 1.090
11 H -18.912 28.615 19.438  C54 1.090
12 H -19.712 33.337 14.878  C20 1.090
13 O -28.122 29.063 13.062  S73 1.511
14 H -28.882 25.757 13.447  C52 1.090
15 H -23.290 28.480 17.518  C70 1.090
16 H -23.030 25.180 15.918  C81 1.090
17 O -21.315 29.338 16.517  S33 1.498
18 C -25.460 21.539 15.728  C1 1.525, H22 1.090, H24 1.090, Br47 1.995
19 O -18.720 28.983 13.853  S65 1.479
20 C -18.926 32.583 14.934  H12 1.090, C40 1.519, C43 1.573, H53 1.090
21 O -27.277 27.300 14.790  S73 1.474
22 H -24.635 20.877 15.991  C18 1.090
23 C -18.022 30.496 15.916  H8 1.090, C43 1.620, H61 1.090, S65 1.824
24 H -25.282 21.530 14.653  C18 1.090
25 H -25.151 33.886 14.619  C36 1.090
26 H -24.754 26.705 15.602  C67 1.090
27 H -29.838 29.254 15.604  C50 1.090
28 H -24.680 26.724 17.435  C67 1.090
29 O -16.907 30.686 13.305  S65 1.507
30 H -31.510 26.041 13.403  C80 1.090
31 Br -26.884 31.357 15.406  C75 2.087
32 H -32.073 27.688 14.914  C83 1.090
33 S -22.335 28.743 15.595  O17 1.498, C70 1.735, O71 1.422, C72 1.866
34 H -24.955 31.001 13.664  C75 1.090
35 Br -27.513 19.398 15.212  C1 2.019
36 C -25.066 33.166 13.804  H25 1.090, Br64 2.018, C75 1.541, H79 1.090
37 H -25.011 28.371 11.219  C48 1.090
38 C -23.225 26.870 10.002  C2 1.564, H49 1.090, C56 1.565, H82 1.090
39 H -22.353 27.036 11.925  C2 1.090
40 C -19.444 31.539 13.959  H7 1.090, C20 1.519, S65 1.801, H77 1.090
41 O -24.848 25.252 12.926  S78 1.492
42 H -19.784 31.454 16.696  C43 1.090
43 C -18.837 31.837 16.316  C20 1.573, C23 1.620, H42 1.090, H63 1.090
44 H -24.336 31.816 15.229  C75 1.090
45 H -20.222 27.801 18.573  C54 1.090
46 H -26.896 20.998 17.081  C1 1.090
47 Br -25.266 23.435 16.319  C18 1.995
48 C -24.395 27.808 11.921  C2 1.519, H9 1.090, H37 1.090, S78 1.803
49 H -22.394 26.236 9.691  C38 1.090
50 C -29.950 28.276 15.134  H27 1.090, H55 1.090, S73 1.935, C83 1.585
51 Br -21.016 28.387 21.048  C54 2.011
52 C -29.264 26.691 13.034  H10 1.090, H14 1.090, S73 1.852, C80 1.595
53 H -18.018 33.089 14.607  C20 1.090
54 C -19.755 27.932 19.550  H11 1.090, H45 1.090, Br51 2.011, C57 1.574
55 H -29.908 27.545 15.942  C50 1.090
56 C -24.306 25.752 10.185  C38 1.565, H66 1.090, H69 1.090, S78 1.904
57 C -18.941 26.691 20.075  H6 1.090, C54 1.574, Br62 1.993, H76 1.090
58 O -26.630 26.385 11.506  S78 1.491
59 H -27.632 21.913 15.697  C1 1.090
60 H -31.105 27.274 12.235  C80 1.090
61 H -18.602 29.659 16.304  C23 1.090
62 Br -20.253 25.195 19.950  C57 1.993
63 H -18.328 32.475 17.039  C43 1.090
64 Br -23.433 33.566 12.687  C36 2.018
65 S -18.130 30.316 14.104  O19 1.479, C23 1.824, O29 1.507, C40 1.801
66 H -24.029 24.714 10.368  C56 1.090
67 C -24.174 26.938 16.494  H26 1.090, H28 1.090, C70 1.509, C81 1.585
68 H -22.526 28.625 11.096  C2 1.090
69 H -25.127 25.824 9.473  C56 1.090
70 C -23.749 28.386 16.534  H15 1.090, S33 1.735, C67 1.509, H74 1.090
71 O -22.546 29.408 14.356  S33 1.422
72 C -21.912 26.955 15.267  H4 1.090, H5 1.090, S33 1.866, C81 1.585
73 S -28.376 27.954 14.056  O13 1.511, O21 1.474, C50 1.935, C52 1.852
74 H -24.427 29.239 16.513  C70 1.090
75 C -25.080 31.760 14.435  Br31 2.087, H34 1.090, C36 1.541, H44 1.090
76 H -18.080 26.431 19.460  C57 1.090
77 H -19.642 31.814 12.923  C40 1.090
78 S -25.184 26.191 11.816  O41 1.492, C48 1.803, C56 1.904, O58 1.491
79 H -25.924 33.183 13.133  C36 1.090
80 C -30.838 26.878 13.215  H30 1.090, C52 1.595, H60 1.090, C83 1.568
81 C -22.800 26.168 16.317  H3 1.090, H16 1.090, C67 1.585, C72 1.585
82 H -23.503 27.519 9.172  C38 1.090
83 C -31.241 27.968 14.268  H32 1.090, C50 1.585, C80 1.568, H84 1.090
84 H -31.579 28.910 13.837  C83 1.090

Output
SMILES: O=S1(=O)CCCC1.O=S1(=O)CCCC1.O=S1(=O)CCCC1.O=S1(=O)CCCC1.BrCCBr.BrCCBr.BrCCBr
gap between HOMO and LUMO: 10.0 eV
charge: 0
ΔE to the lowest compared entry with this formula, charge and spin: 399.4 kJ/mol
molar mass: 1044.28 g/mol
LUMO energy: 0.07 eV

These are the Löwdin partial charges, in e, on atoms 1 to 2:
1. C -0.6680
2. C -0.1948